20
Properties=species:S:1:pos:R:3 method="wB97M-V/def2-TZVPD" homo_ev=-9.464 e_tot_ev=-9942.84823 e_lumo_ev=0.650 smiles=C[C@H](N)[C@@H](C)O.O charge=0 orbital_gap_ev=10.11
O 1.96 -5.18 0.41
O -1.89 0.69 0.73
N 0.59 0.87 1.43
C 0.43 1.53 0.12
C -1.19 1.52 -0.19
C 1.24 0.78 -0.96
C -1.65 0.89 -1.52
H -2.11 1.19 1.51
H 1.59 0.82 1.57
H -1.17 1.10 -2.47
H 0.35 -0.11 1.36
H 1.46 1.34 -1.86
H -1.46 -0.17 -1.36
H -1.36 2.58 -0.04
H 2.65 -4.66 0.82
H 0.59 2.59 0.30
H 2.12 -4.98 -0.52
H -2.71 1.11 -1.54
H 0.76 -0.18 -1.00
H 2.27 0.69 -0.56